1.
DFT (wB97M-V/def2-TZVPD) results for one molecule with the formula C22H26N2O4.

The geometry in XYZ format:
```
54
C22H26N2O4 wB97M-V/def2-TZVPD
O 0.21 -2.57 0.02
C 0.61 -1.45 0.23
N 1.59 -0.83 -0.46
C 2.28 -1.46 -1.57
C 3.58 -0.72 -1.86
C 3.42 0.75 -2.30
C 2.04 1.36 -2.11
O 1.85 2.28 -1.33
N 1.06 0.85 -2.89
C -0.26 1.44 -2.81
C -1.21 0.68 -1.87
O -2.44 1.34 -1.72
C -2.54 2.38 -0.83
C -3.82 2.93 -0.71
C -4.05 3.96 0.17
C -3.02 4.47 0.94
C -1.75 3.93 0.81
C -1.50 2.89 -0.07
C 1.25 -0.35 -3.66
C 1.36 -1.61 -2.80
O 0.11 -0.61 1.17
C -0.90 -1.17 2.01
C -0.33 -2.16 3.00
C 0.85 -1.86 3.66
C 1.39 -2.77 4.56
C 0.74 -3.97 4.81
C -0.44 -4.27 4.14
C -0.97 -3.37 3.24
H 1.83 0.12 -0.19
H 2.52 -2.48 -1.24
H 4.12 -1.28 -2.63
H 4.18 -0.75 -0.95
H 3.69 0.87 -3.35
H 4.11 1.38 -1.73
H -0.70 1.48 -3.82
H -0.14 2.46 -2.44
H -0.73 0.52 -0.90
H -1.46 -0.30 -2.30
H -4.61 2.52 -1.32
H -5.05 4.38 0.25
H -3.20 5.28 1.63
H -0.94 4.32 1.40
H -0.50 2.51 -0.14
H 0.40 -0.45 -4.34
H 2.15 -0.24 -4.28
H 1.75 -2.42 -3.42
H 0.38 -1.92 -2.44
H -1.34 -0.31 2.52
H -1.66 -1.65 1.39
H 1.35 -0.93 3.47
H 2.31 -2.53 5.07
H 1.16 -4.68 5.51
H -0.94 -5.20 4.33
H -1.88 -3.60 2.71
```

Computed properties:
Multiplicity = 1
HOMO-LUMO gap = 9.0 eV



2.
DFT (wB97M-V/def2-TZVPD) results for a 2-piece molecular cluster, C4H9NO2 overall.

The geometry in XYZ format:
```
16
C4H9NO2 wB97M-V/def2-TZVPD
O -1.57 -1.11 -0.65
C -1.68 -0.36 0.36
N -0.89 0.59 0.87
C 0.36 0.91 0.11
C 1.58 -0.03 0.32
C 1.22 -1.51 0.17
O 2.59 0.49 -0.38
H -2.57 -0.54 0.98
H -2.96 2.24 -1.59
H 0.69 1.89 0.48
H 0.22 0.95 -1.01
H 1.68 0.12 1.48
H 0.87 -1.67 -0.86
H 0.52 -1.98 0.87
H 2.22 -1.97 0.19
H -2.29 1.97 -1.35
```

Computed properties:
Multiplicity = 1
HOMO-LUMO gap = 5.6 eV



3.
DFT (wB97M-V/def2-TZVPD) results for C28H24N8OPdS as an isolated structure.

The geometry in XYZ format:
```
63
C28H24N8OPdS wB97M-V/def2-TZVPD
Pd 2.66 2.16 0.44
C 4.12 6.08 -0.45
C 3.78 4.63 -0.36
N 3.08 4.08 0.57
N 2.51 4.79 1.60
C 1.89 4.11 2.60
N 1.33 4.83 3.56
S 1.83 2.41 2.63
C 4.25 3.67 -1.38
C 5.07 4.05 -2.42
C 5.48 3.10 -3.35
C 5.04 1.80 -3.21
C 4.21 1.49 -2.15
N 3.83 2.39 -1.25
H 3.73 6.68 0.36
H 3.74 6.49 -1.39
H 5.20 6.20 -0.45
H 2.55 5.80 1.59
H 1.48 5.82 3.66
H 0.93 4.34 4.34
H 5.39 5.08 -2.51
H 6.13 3.38 -4.17
H 5.34 1.03 -3.91
H 3.83 0.49 -2.01
C -7.56 -7.16 0.31
O -6.15 -7.35 0.37
C -5.36 -6.27 0.33
C -3.98 -6.51 0.40
C -3.09 -5.46 0.36
C -3.54 -4.14 0.26
C -4.91 -3.91 0.19
C -5.82 -4.96 0.23
C -2.57 -3.06 0.22
N -1.26 -3.21 0.27
C -0.75 -1.95 0.21
C -1.74 -1.01 0.12
N -2.90 -1.73 0.13
C -1.47 0.38 0.01
C -2.46 1.38 -0.08
C -2.08 2.69 -0.23
C -0.71 2.99 -0.33
N 0.23 2.07 -0.22
C -0.12 0.79 -0.01
C 0.94 -0.20 0.19
N 2.24 0.20 0.32
C 3.20 -0.70 0.47
C 2.95 -2.07 0.50
C 1.66 -2.50 0.41
C 0.63 -1.57 0.26
H -7.99 -8.15 0.36
H -7.85 -6.69 -0.63
H -7.91 -6.56 1.15
H -3.65 -7.53 0.48
H -2.03 -5.65 0.42
H -5.31 -2.90 0.11
H -6.88 -4.75 0.17
H -3.84 -1.37 0.08
H -3.51 1.12 -0.03
H -2.81 3.48 -0.30
H -0.39 4.00 -0.53
H 4.20 -0.32 0.61
H 3.78 -2.76 0.62
H 1.41 -3.56 0.45
```

Computed properties:
Net charge = +2
Multiplicity = 1
HOMO-LUMO gap = 5.1 eV



4.
DFT (wB97M-V/def2-TZVPD) results for one molecule with the formula C4H6ClNO3.

The geometry in XYZ format:
```
15
C4H6ClNO3 wB97M-V/def2-TZVPD
C 0.23 1.30 0.86
C -0.24 0.76 -0.47
C -0.06 -0.72 -0.64
C 0.86 1.52 -1.59
O 1.92 1.90 -1.17
Cl 0.22 1.54 -3.15
N -1.58 1.22 -0.82
O -2.23 1.75 0.05
O -2.02 0.90 -1.93
H -0.44 0.75 1.64
H 1.18 0.96 1.07
H 0.13 2.35 0.91
H 0.10 -0.91 -1.79
H -0.82 -1.42 -0.53
H 0.84 -1.02 -0.26
```

Computed properties:
Multiplicity = 1
HOMO-LUMO gap = 10.4 eV